1.
# C66H174N14O19

A cluster of 14 separate species, C66H174N14O19 in total at a distorted geometry (ωB97M-V/def2-TZVPD, the OMol25 dataset).

Atoms and positions in Å:
C (-17.64, 1.55, -8.58)
H (-26.27, -7.66, -7.33)
C (-18.50, 1.41, -7.32)
C (-23.43, -3.85, 0.26)
H (-17.63, 2.35, 3.11)
H (-12.99, 1.52, -13.81)
C (-24.97, -7.42, 0.38)
H (-28.58, 3.50, -10.13)
H (-14.81, -7.60, -9.21)
H (-20.23, -10.48, -1.96)
C (-17.74, -4.58, -0.62)
O (-13.10, -6.35, -9.20)
C (-25.55, 3.47, 0.19)
H (-27.06, 1.43, -10.94)
C (-23.32, -4.84, -0.89)
H (-26.32, 5.71, -11.44)
O (-16.52, 8.70, -4.27)
H (-14.14, 4.70, -14.62)
H (-21.90, -4.39, -8.92)
H (-21.56, -4.57, -7.30)
H (-17.33, -7.59, -3.13)
H (-14.90, 8.58, -3.06)
H (-17.13, 7.09, -5.48)
C (-13.14, -8.69, -10.09)
H (-17.14, -4.53, -2.57)
H (-14.85, 2.06, 0.84)
C (-13.70, -5.39, -8.34)
C (-17.55, 1.84, 0.46)
H (-16.15, -3.90, -17.82)
H (-16.94, 0.41, 1.97)
C (-13.17, 0.02, -3.62)
H (-24.76, -6.25, -1.97)
H (-16.44, 8.57, -2.17)
H (-23.94, 4.42, -3.13)
H (-16.66, -1.02, -17.07)
H (-11.90, -11.02, -9.18)
H (-25.53, -7.66, 1.27)
H (-22.07, 8.10, -5.29)
H (-23.92, 3.66, -5.91)
H (-22.03, -3.92, -2.06)
H (-24.24, -4.88, -7.90)
C (-26.00, 4.81, -10.92)
O (-19.46, 12.51, -3.67)
C (-10.85, -0.02, -14.10)
N (-12.27, -9.04, -8.95)
H (-23.33, 3.39, -14.91)
H (-24.98, 5.04, -5.61)
H (-4.64, 0.11, -11.35)
N (-23.00, -4.19, -2.08)
O (-13.97, 3.39, -12.98)
O (-6.09, 0.69, -10.11)
H (-16.85, -2.44, -13.12)
H (-11.81, -8.18, -8.70)
H (-14.72, -1.36, -18.24)
H (-26.71, -7.13, -8.77)
H (-23.81, -4.40, 1.12)
O (-25.38, -6.13, 0.02)
H (-23.91, -7.40, 0.65)
O (-12.87, -0.67, -2.39)
C (-16.71, 7.32, -4.50)
C (-14.04, 3.64, -14.37)
H (-13.47, 1.02, -3.30)
C (-16.24, -2.41, -15.46)
H (-15.95, 1.88, 3.55)
H (-13.85, -9.46, -10.39)
C (-21.01, 2.10, -14.10)
O (-19.50, -8.72, -2.67)
H (-14.17, -5.84, -7.47)
C (-22.93, 5.38, -5.22)
H (-11.47, -1.69, -11.38)
C (-20.42, -9.73, -2.73)
H (-14.55, -4.89, -8.81)
C (-16.17, -1.98, -16.92)
H (-17.26, -4.01, 1.99)
C (-16.60, 2.25, 2.76)
H (-26.80, 2.25, -9.56)
C (-11.32, -10.10, -9.27)
H (-21.29, 12.16, -2.57)
H (-23.55, 0.71, -10.43)
H (-11.70, -0.82, 0.04)
H (-21.76, 8.06, -3.63)
O (-17.57, -2.34, -14.98)
H (-19.05, -6.52, -1.70)
H (-16.78, 12.87, -1.70)
C (-17.29, 12.49, -2.59)
C (-12.87, 3.02, -15.19)
H (-24.36, -7.94, -8.36)
C (-10.64, -1.08, -1.66)
H (-10.53, -0.01, -1.85)
H (-20.64, -5.58, -8.49)
H (-22.20, 3.45, -12.42)
O (-18.88, 2.07, 0.92)
H (-19.51, 1.62, -7.66)
C (-15.95, 10.48, -2.80)
H (-26.29, 4.51, -3.44)
H (-13.46, 5.40, -12.49)
H (-26.80, 3.38, -12.34)
C (-24.71, -6.92, -8.54)
H (-22.11, 3.61, -16.22)
N (-24.38, 3.90, -3.87)
H (-19.15, -8.43, -4.65)
H (-7.05, 3.34, -9.96)
C (-23.88, -5.90, -7.77)
H (-24.93, 4.69, -11.07)
H (-10.04, 0.54, -10.12)
H (-18.56, -2.79, -13.18)
H (-19.14, 12.58, -1.57)
H (-8.68, 3.77, -9.39)
C (-11.47, -1.60, -12.47)
H (-19.15, -1.09, -5.33)
H (-22.46, -3.45, 0.56)
H (-17.84, 10.67, -3.42)
C (-24.70, -5.55, -1.13)
H (-26.58, 3.63, 0.53)
H (-15.60, 0.92, -9.23)
H (-18.11, 0.32, -4.84)
H (-21.44, -9.37, -2.65)
H (-23.04, -4.80, -2.89)
C (-7.82, -8.89, -8.65)
H (-25.20, -8.24, -0.30)
O (-11.23, -0.19, -12.76)
H (-20.87, 6.95, -4.65)
C (-18.10, -4.65, 1.72)
C (-11.86, -1.65, -2.41)
H (-16.14, 0.23, -7.80)
H (-21.41, 12.00, -4.39)
H (-21.88, 4.90, -12.83)
H (-23.87, -6.97, -10.48)
H (-10.94, -10.00, -10.28)
O (-22.94, 6.50, -4.31)
C (-24.64, 0.73, -10.52)
H (-18.17, 0.92, -9.29)
H (-10.64, -2.16, -12.89)
N (-28.23, 3.89, -10.99)
H (-20.36, -7.28, -3.87)
H (-16.75, -2.64, -18.92)
N (-9.76, 1.39, -9.64)
H (-10.69, 2.25, -13.96)
H (-22.89, 5.77, -6.23)
H (-20.12, 1.96, -0.87)
H (-12.40, -1.99, -12.91)
H (-17.79, -3.27, -17.67)
H (-17.81, -6.49, -4.38)
H (-24.02, -6.11, -6.71)
H (-19.82, 0.53, -5.35)
C (-17.62, -2.95, -13.71)
H (-15.87, 6.64, -4.40)
H (-23.42, 5.49, -16.98)
C (-9.38, -1.67, -2.02)
C (-22.41, 3.89, -15.22)
H (-26.13, 5.11, -9.89)
H (-12.95, -4.66, -8.02)
O (-25.40, 3.88, -1.22)
C (-16.16, 1.18, -8.33)
N (-15.31, 1.20, 1.09)
H (-15.64, 1.90, -7.70)
H (-24.55, 5.74, -15.67)
C (-16.68, 1.38, 1.55)
H (-13.24, 3.05, -16.22)
H (-25.11, 0.32, -9.63)
H (-21.85, 1.52, -13.69)
N (-12.55, 1.67, -14.71)
H (-17.44, -4.02, -13.64)
N (-26.07, -6.94, -8.01)
C (-16.76, -3.00, -17.89)
H (-26.23, 2.88, -4.30)
H (-17.10, 2.76, 0.11)
C (-19.79, 2.61, -0.05)
C (-7.44, 0.56, -9.58)
H (-9.21, -1.30, -3.03)
H (-20.39, 4.09, -14.58)
H (-15.87, -3.43, -15.37)
H (-20.15, 1.89, -13.47)
H (-9.36, -2.76, -1.92)
H (-13.20, 4.22, -11.16)
C (-26.44, 2.25, -10.59)
H (-10.19, -10.15, -7.38)
H (-17.00, -3.79, -0.51)
C (-9.98, -10.13, -8.45)
C (-21.61, -5.17, -8.21)
H (-7.41, -7.88, -8.66)
H (-14.34, -1.10, -16.69)
H (-17.23, 3.22, -9.88)
C (-17.44, -5.30, -1.87)
H (-9.79, -0.27, -14.22)
H (-10.36, 2.16, -9.87)
H (-20.72, 2.85, 0.46)
H (-5.49, -1.26, -10.58)
N (-17.28, 11.04, -2.66)
H (-11.95, 3.61, -15.23)
C (-5.61, -0.28, -11.04)
C (-21.27, 3.56, -14.21)
N (-17.77, 2.94, -9.08)
H (-24.94, 4.17, 0.77)
H (-18.71, 3.08, -9.42)
H (-12.12, 4.28, -12.52)
H (-19.05, -4.12, 1.67)
C (-15.92, 8.97, -3.04)
H (-9.31, -10.93, -8.77)
H (-25.13, 2.00, -2.16)
H (-15.35, 10.77, -1.93)
H (-25.02, 0.24, -11.42)
N (-21.48, 3.98, -12.88)
H (-18.14, -5.36, 2.55)
C (-23.52, 5.90, -15.98)
C (-25.78, 2.87, -2.22)
H (-12.24, 0.11, -4.18)
H (-12.57, -8.52, -11.01)
H (-14.24, -7.05, -10.75)
N (-10.81, -1.19, -0.26)
H (-16.73, 12.96, -3.40)
H (-17.45, 6.96, -3.78)
C (-13.17, 4.37, -12.24)
H (-8.35, 1.71, -11.14)
N (-18.55, -6.01, -2.41)
C (-21.85, 7.39, -4.48)
H (-22.65, -5.69, -0.72)
H (-15.46, 10.93, -3.66)
H (-18.73, 14.05, -2.32)
H (-18.18, 2.07, -6.51)
H (-19.46, 3.56, -0.46)
C (-24.81, -6.64, -10.05)
H (-8.55, -1.38, -1.38)
C (-7.93, 2.98, -9.43)
H (-20.77, 1.66, -15.07)
C (-26.88, 3.56, -11.27)
C (-18.15, -6.96, -3.46)
H (-11.44, -0.60, -14.80)
O (-25.04, 2.08, -10.68)
O (-22.54, -6.20, -8.20)
C (-18.76, 12.98, -2.51)
H (-18.61, -3.93, -0.71)
H (-23.42, 6.98, -16.05)
H (-7.72, -0.46, -9.83)
H (-12.27, -2.51, -1.87)
H (-25.24, 2.43, 0.25)
H (-11.65, -1.94, -3.44)
H (-24.96, -5.56, -10.20)
H (-20.31, -10.44, -3.55)
C (-11.16, 1.46, -14.55)
H (-16.56, -5.94, -1.85)
C (-20.94, 12.50, -3.55)
C (-8.41, 1.62, -10.06)
C (-25.77, 3.56, -3.58)
H (-28.78, 3.41, -11.68)
N (-14.78, -1.76, -17.32)
C (-13.90, -7.41, -9.78)
H (-15.28, 0.67, 0.24)
H (-26.76, 2.56, -1.87)
H (-7.67, 2.82, -8.38)
H (-14.96, 3.15, -14.69)
O (-18.42, 0.10, -6.83)
H (-7.35, -9.34, -7.78)
H (-7.38, 0.53, -8.49)
H (-16.21, 3.24, 2.51)
C (-18.91, -0.04, -5.49)
H (-15.57, -1.77, -14.87)
H (-25.38, -4.78, -1.46)
C (-24.16, 4.45, -5.20)
H (-7.39, -9.45, -9.48)
C (-19.42, -7.84, -3.77)
H (-6.28, -0.33, -11.90)
H (-10.69, 1.60, -15.52)
H (-24.14, -3.05, 0.03)
H (-14.02, -0.45, -4.12)
H (-10.77, -2.17, 0.00)
O (-22.56, 5.34, -15.09)
O (-17.81, -5.46, 0.53)
O (-9.29, -8.84, -8.67)
H (-25.51, -7.21, -10.66)
H (-21.32, 13.52, -3.57)
H (-21.99, 4.83, -5.17)
H (-17.47, 1.16, -0.39)

Calculated values
Energy above the lowest of the compared OMol25 structures with the same formula, charge and spin, kcal/mol: 115.4
LUMO energy, eV: 0.0
Frontier orbital gap, eV: 8.38
Maximum force, hartree/bohr: 0.060
HOMO, eV: -8.404
Total charge: 0

=====

2.
# C3H2Cl2OS2

A structure of composition C3H2Cl2OS2 at a distorted geometry (ωB97M-V/def2-TZVPD, the OMol25 dataset).

Atoms and positions in Å:
C (0.77, -1.73, 0.11)
S (-0.87, -1.63, -0.20)
H (-2.01, 0.44, -0.29)
Cl (2.45, 2.38, -0.28)
C (0.84, 1.68, -0.47)
S (0.06, 1.16, 1.06)
H (-1.65, -0.30, 1.46)
C (-1.23, -0.01, 0.51)
Cl (1.21, -3.32, -0.37)
O (0.44, 1.33, -1.53)

Calculated values
Energy above the lowest of the compared OMol25 structures with the same formula, charge and spin, kcal/mol: 50.3
LUMO energy, eV: -0.5
Frontier orbital gap, eV: 8.71
Maximum force, hartree/bohr: 0.056
HOMO, eV: -9.204
Total charge: 0